63
Properties=species:S:1:pos:R:3:mulliken_charge:R:1 method="wB97M-V/def2-TZVPD" spin_multiplicity=6 gap_ha="0.2633 / 0.2816" e_lumo_ev="-0.537 / -0.622" e_above_lowest_kj_mol=0.0 s2=8.753 homo_ev="-7.70 / -8.28"
Mn -0.3315 0.0430 0.4383 1.703
C -0.8085 4.4807 1.8682 -0.576
O -1.0536 3.5675 2.9716 -0.463
C -1.0650 2.3561 2.4000 0.215
N -1.1096 2.2642 1.1332 -0.303
C -1.1659 3.6527 0.6237 -0.481
C -0.2330 3.9218 -0.5253 0.311
C 1.0442 3.3750 -0.5236 -0.353
C 1.9172 3.6352 -1.5694 -0.891
C 1.5219 4.4627 -2.6118 -0.460
C 0.2534 5.0302 -2.6066 -0.559
C -0.6238 4.7570 -1.5665 -0.483
C -0.9936 1.1814 3.2876 0.672
C -0.8104 1.2516 4.6595 -0.688
C -0.6660 0.0593 5.3526 -0.419
C -0.6913 -1.1446 4.6654 -0.675
C -0.8829 -1.1007 3.2935 0.694
N -1.0539 0.0332 2.6317 -0.270
C -0.8756 -2.2870 2.4168 0.240
N -0.9874 -2.2144 1.1516 -0.305
C -1.0036 -3.6183 0.6715 -0.480
C -0.4995 -4.3933 1.8953 -0.560
O -0.7534 -3.4859 3.0009 -0.458
C -0.1715 -3.9023 -0.5481 0.485
C -0.6724 -4.6930 -1.5766 -0.594
C 0.1339 -5.0233 -2.6578 -0.500
C 1.4424 -4.5600 -2.7146 -0.415
C 1.9426 -3.7696 -1.6886 -0.815
C 1.1390 -3.4454 -0.6065 -0.493
H 0.2526 4.7328 1.8821 0.400
H -1.4124 5.3716 2.0113 0.298
H -2.2003 3.8345 0.3157 0.614
H 1.3845 2.7275 0.2750 0.713
H 2.8915 3.1645 -1.5507 0.486
H 2.2005 4.6666 -3.4304 0.414
H -0.0557 5.6794 -3.4160 0.388
H -1.6207 5.1850 -1.5702 0.370
H -0.7646 2.2104 5.1545 0.515
H -0.5128 0.0696 6.4232 0.444
H -0.5490 -2.0919 5.1643 0.517
H -2.0529 -3.8566 0.4685 0.603
H 0.5787 -4.5514 1.8454 0.393
H -1.0150 -5.3295 2.0861 0.287
H -1.6942 -5.0543 -1.5316 0.357
H -0.2597 -5.6424 -3.4540 0.392
H 2.0687 -4.8144 -3.5605 0.406
H 2.9535 -3.3832 -1.7132 0.489
H 1.5688 -2.8341 0.1779 0.619
C -0.5848 -1.4295 -3.1538 -0.517
S -1.6041 -0.0401 -2.6897 0.117
C -0.4389 1.2496 -3.0933 -0.503
O -1.6870 -0.0671 -1.1732 -0.646
H 0.3402 -1.3590 -2.5811 -0.036
H -0.4084 -1.4003 -4.2289 0.533
H -1.1316 -2.3336 -2.8908 0.199
H -0.2576 1.2379 -4.1678 0.550
H 0.4754 1.0609 -2.5276 0.060
H -0.8793 2.2014 -2.8023 0.149
O 3.0973 -1.1836 0.0052 -0.693
S 2.3752 0.0719 0.0860 0.972
O 3.1955 1.2598 -0.0223 -0.666
O 1.5408 0.1130 1.3696 -0.597
O 1.2634 0.1006 -0.9736 -0.710



53
Properties=species:S:1:pos:R:3:mulliken_charge:R:1 method="wB97M-V/def2-TZVPD" gap_ha="0.1683 / 0.1669" e_lumo_ev="-13.087 / -13.124" charge=+3 homo_ev="-17.67 / -17.67"
V -17.5157 5.3757 4.1938 0.308
C -18.3042 5.5321 1.2586 -1.110
N -18.6082 6.0919 2.6161 0.192
C -19.9896 5.6519 2.9976 -0.808
C -18.4015 7.5732 2.6251 -0.987
C -18.5536 8.0622 4.0899 -0.301
N -18.1286 7.1136 5.0754 0.250
C -18.2982 7.2606 6.4606 0.126
C -17.5119 6.5466 7.4059 -0.180
F -16.4026 5.8426 6.9754 -0.134
C -17.8390 6.5655 8.7455 -0.064
F -17.1938 5.7332 9.5894 -0.236
C -18.8814 7.2872 9.3054 -0.350
C -19.6543 8.0122 8.4029 -0.025
F -20.7636 8.6795 8.8983 -0.218
C -19.3139 7.9861 7.0372 0.955
F -20.1206 8.7198 6.2232 -0.255
H -19.0732 5.8732 0.5666 0.382
H -18.1867 4.4345 1.2838 0.443
H -17.3376 6.0020 1.0702 0.352
H -20.6836 6.4773 2.8174 0.348
H -19.9844 5.3155 4.0468 0.336
H -20.0645 4.7371 2.3930 0.448
H -19.1621 8.0450 1.9878 0.360
H -17.3965 7.8056 2.2224 0.432
H -19.6440 8.2984 4.2439 0.529
H -17.8224 8.9009 4.1538 0.390
H -19.0894 7.2018 10.3504 0.566
S -18.0330 3.2432 4.6584 -0.277
P -15.9830 3.3145 3.9729 1.455
S -15.3562 5.3344 3.8889 -0.293
C -14.7377 2.5717 5.0416 1.135
C -14.2696 1.2856 4.8589 -0.574
C -13.1299 0.8488 5.5105 -0.442
C -12.3777 1.7044 6.2914 -0.566
C -12.8924 2.9767 6.5133 -0.731
C -14.0938 3.3867 6.0011 -0.239
C -15.8057 2.5309 2.3305 0.797
C -16.5040 1.3558 2.0283 -0.520
C -16.2435 0.6685 0.8373 -0.697
C -15.0538 0.9727 0.1193 -0.418
C -14.3179 2.1156 0.4717 -0.681
C -14.7176 2.9143 1.5568 -0.370
H -14.7232 0.6234 4.0823 0.316
H -12.8881 -0.2380 5.3852 0.379
H -11.3929 1.5179 6.6989 0.443
H -12.3429 3.5527 7.2529 0.399
H -14.4825 4.4063 6.2910 0.010
H -17.4644 1.1712 2.4987 0.361
H -16.8214 -0.2393 0.4702 0.385
H -14.6646 0.3788 -0.6730 0.472
H -13.4631 2.3523 -0.1029 0.504
H -14.2108 3.8284 1.7619 0.401



13
Properties=species:S:1:pos:R:3:mulliken_charge:R:1 method="wB97M-V/def2-TZVPD" gap_ha=0.3707 e_lumo_ev=0.925 e_above_lowest_kj_mol=334.9 smiles="C=C=CC.C#N" homo_ev=-9.16
C -2.7703 0.8007 0.2434 -0.684
C -1.4970 0.4075 0.2986 0.001
C -0.1985 0.0119 0.2409 0.020
C 0.1088 -1.4207 -0.2567 -0.798
H -3.4402 0.7532 1.1469 0.216
H -3.2748 1.2234 -0.6596 0.235
H 0.6663 0.6694 0.5613 0.193
H 0.0945 -2.1402 0.5203 0.263
H -0.7101 -1.8911 -1.0171 0.273
H 1.1093 -1.3392 -0.7353 0.257
C 3.1673 0.9914 -0.0689 0.109
N 3.4015 0.0145 0.4573 -0.328
H 3.3431 1.9192 -0.7313 0.243



20
Properties=species:S:1:pos:R:3:mulliken_charge:R:1 method="wB97M-V/def2-TZVPD" gap_ha=0.3591 e_lumo_ev=0.581 e_above_lowest_kj_mol=79.4 smiles=C[C@H](N)CCO.O homo_ev=-9.19
C 1.7765 -0.2454 -1.1005 -1.351
C 0.9236 0.1891 0.1036 0.822
N 1.6906 1.0244 1.0002 -0.657
C 0.2346 -1.0255 0.7645 -0.766
C -0.6780 -1.7174 -0.2324 -0.373
O -1.4667 -2.6609 0.4792 -0.510
H 2.6569 0.3812 -1.1669 0.471
H 1.1821 -0.1781 -2.0141 0.308
H 2.0854 -1.2959 -1.0803 0.276
H 0.0746 0.7478 -0.2785 -0.078
H 2.4227 0.5428 1.4904 0.210
H 1.1026 1.5849 1.5873 0.216
H 1.0220 -1.7224 1.0688 0.281
H -0.3052 -0.7065 1.6553 0.296
H -1.2202 -0.9983 -0.8453 0.338
H -0.0412 -2.2892 -0.9112 0.227
H -2.2552 -2.9838 0.0285 0.295
O -2.1288 3.8093 -0.8075 -0.653
H -1.6676 2.9669 -0.7845 0.329
H -1.7278 4.3510 -0.1176 0.318



125
Properties=species:S:1:pos:R:3:mulliken_charge:R:1 method="wB97M-V/def2-TZVPD" spin_multiplicity=2 gap_ha="0.1465 / 0.2021" e_lumo_ev="4.201 / 4.201" s2=0.766 charge=-2 homo_ev="0.22 / -1.30"
Hg 1.0280 0.1661 -0.7003 1.559
O 0.9434 -2.6229 2.3328 -0.796
C 1.2164 -1.6959 1.2792 -0.768
O 0.2750 -0.7293 1.2857 0.088
C 2.6588 -1.1533 1.4834 -0.460
C 3.5903 -1.7996 2.2846 -1.208
C 4.9459 -1.4113 2.1593 -1.331
C 5.3013 -0.4172 1.2911 -0.891
C 4.2941 0.2635 0.5399 0.298
N 2.9718 -0.1296 0.6805 1.628
C 4.5587 1.3459 -0.3569 -0.050
O 5.9064 1.6139 -0.6269 -0.643
O 3.7350 2.0853 -0.8944 -0.511
H 0.0394 -2.3900 2.5645 0.716
H 3.2758 -2.6009 2.9380 0.525
H 5.7087 -1.9123 2.7473 0.371
H 6.3441 -0.1327 1.2089 0.308
H 6.4014 0.8125 -0.4309 0.318
C 0.3091 1.9403 -3.8468 -1.709
Si -0.3568 1.6557 -2.0826 1.080
C -0.5275 3.4579 -1.3804 0.187
C -0.8847 4.4884 -2.2658 -0.191
C -1.0764 5.7976 -1.8522 -0.891
C -0.8964 6.1261 -0.5162 -1.076
C -0.4838 5.1461 0.3728 -0.390
C -0.2845 3.8212 -0.0342 0.323
P 0.3477 2.5144 1.0929 -0.141
C -0.7971 2.4942 2.5479 -0.117
C -1.0913 3.7210 3.4080 -0.593
C -1.7880 3.2748 4.7111 -0.979
C -2.7096 2.0588 4.4831 -0.744
C -3.2639 2.0623 3.0593 -0.886
C -2.1227 1.8770 2.0417 0.805
C 1.9913 3.1282 1.7015 1.809
C 2.3149 4.6170 1.8387 -0.512
C 3.8037 4.7795 2.1639 -0.756
C 4.1639 4.0431 3.4556 -0.969
C 3.8151 2.5575 3.3420 -0.262
C 2.3378 2.3733 2.9935 -1.024
C -2.1792 1.1306 -2.5182 0.329
C -3.1356 2.1247 -2.7788 -0.524
C -4.3988 1.8404 -3.2750 -0.967
C -4.7573 0.5254 -3.5243 -0.910
C -3.8545 -0.4832 -3.2272 -0.657
C -2.5774 -0.2098 -2.7203 0.219
P -1.4468 -1.5781 -2.2040 0.250
C -2.0590 -1.8083 -0.4489 2.322
C -1.2326 -2.8904 0.2632 0.155
C -1.4283 -2.8017 1.7750 -0.201
C -2.9084 -2.9227 2.1433 -1.810
C -3.7286 -1.8530 1.4209 -0.231
C -3.5432 -1.9406 -0.1001 -0.629
C -1.9906 -2.9802 -3.3464 -0.107
C -2.7508 -4.1636 -2.7447 -0.128
C -2.9971 -5.2601 -3.7876 -1.101
C -1.6844 -5.7471 -4.3984 -0.727
C -0.9340 -4.5768 -5.0318 -1.000
C -0.6853 -3.4745 -4.0022 -0.652
H -0.4006 2.4746 -4.4909 0.340
H 1.2528 2.4969 -3.8102 0.412
H 0.5122 0.9650 -4.3056 0.325
H -1.0060 4.2587 -3.3205 0.284
H -1.3593 6.5602 -2.5693 0.355
H -1.0558 7.1427 -0.1747 0.394
H -0.2943 5.4197 1.4030 0.370
H -0.3088 1.7431 3.1787 0.670
H -0.1771 4.2703 3.6475 -0.062
H -1.7440 4.4025 2.8538 0.336
H -1.0291 3.0162 5.4555 0.311
H -2.3655 4.1092 5.1238 0.450
H -2.1467 1.1324 4.6307 0.255
H -3.5202 2.0579 5.2177 0.490
H -4.0110 1.2743 2.9365 0.501
H -3.7761 3.0147 2.8811 0.451
H -1.9378 0.8168 1.8409 -1.053
H -2.4086 2.3365 1.0890 -0.154
H 2.6469 2.7349 0.9152 -1.030
H 2.0827 5.1444 0.9118 0.367
H 1.7199 5.0755 2.6420 0.047
H 4.3843 4.3520 1.3380 0.341
H 4.0654 5.8407 2.2398 0.430
H 5.2281 4.1687 3.6808 0.437
H 3.6015 4.4854 4.2905 0.331
H 4.4180 2.1015 2.5500 -0.016
H 4.0518 2.0346 4.2729 0.409
H 2.1121 1.3098 2.8693 -0.006
H 1.7226 2.7549 3.8216 0.317
H -2.8918 3.1577 -2.5738 0.428
H -5.1036 2.6440 -3.4611 0.372
H -5.7356 0.2863 -3.9263 0.362
H -4.1470 -1.5146 -3.3957 0.287
H -1.7131 -0.8446 -0.0454 -1.213
H -1.5439 -3.8866 -0.0729 0.624
H -0.1781 -2.7685 0.0044 -0.863
H -0.8441 -3.5807 2.2743 0.579
H -1.0486 -1.8301 2.1166 -0.180
H -3.2721 -3.9145 1.8432 0.399
H -3.0480 -2.8413 3.2266 0.492
H -4.7897 -1.9452 1.6769 0.592
H -3.3958 -0.8637 1.7586 -0.282
H -3.9245 -2.9080 -0.4423 0.051
H -4.1324 -1.1586 -0.5806 0.314
H -2.6128 -2.5298 -4.1260 0.892
H -2.1642 -4.5895 -1.9264 -0.050
H -3.7074 -3.8381 -2.3331 0.106
H -3.5366 -6.0942 -3.3279 0.393
H -3.6365 -4.8617 -4.5855 0.426
H -1.0613 -6.1819 -3.6086 0.304
H -1.8740 -6.5325 -5.1364 0.412
H 0.0182 -4.9138 -5.4509 0.419
H -1.5335 -4.1731 -5.8581 0.351
H -0.0155 -3.8461 -3.2169 0.146
H -0.1682 -2.6324 -4.4650 0.454
Cl 1.2091 -5.2242 1.0991 -0.273
C 2.3901 -4.5053 0.0203 0.711
C 3.4145 -5.3595 -0.3537 -0.536
C 4.2945 -5.0264 -1.3692 -0.598
C 4.0694 -3.8373 -2.0475 -0.606
C 3.0538 -2.9837 -1.6645 0.817
Cl 2.8797 -1.5575 -2.6577 -0.170
C 2.1926 -3.1835 -0.5180 -1.775
N 1.2980 -2.2585 -0.1258 1.455
H 3.4911 -6.3184 0.1459 0.383
H 5.1098 -5.6844 -1.6456 0.334
H 4.6970 -3.5517 -2.8839 0.393



15
Properties=species:S:1:pos:R:3:mulliken_charge:R:1 method="wB97M-V/def2-TZVPD" gap_ha=0.3911 e_lumo_ev=0.952 e_above_lowest_kj_mol=255.2 smiles="C=NC.CC=O" homo_ev=-9.69
C -0.8480 -1.1958 -1.6592 -0.286
N -0.8356 -1.6779 -0.4951 -0.385
C -1.7708 -1.1814 0.4995 -0.675
H -0.1921 -1.6641 -2.3875 0.283
H -1.5371 -0.4166 -2.0477 0.258
H -1.2070 -0.8672 1.3548 0.196
H -2.2097 -0.1978 0.2807 0.322
H -2.4404 -2.0296 0.6397 0.295
C 1.6189 1.9296 0.2982 -0.858
C 1.4858 0.4701 0.8617 0.137
O 1.0983 0.2060 1.9605 -0.462
H 0.7058 2.4040 -0.0492 0.257
H 2.0144 2.6261 1.0648 0.285
H 2.4444 1.9410 -0.4526 0.286
H 1.6731 -0.3463 0.1314 0.347